DFT (ωB97M-V/def2-TZVPD) results for C2H10N4 as an isolated structure.

Output
LUMO energy: 0.927 eV
Energy above the lowest of the compared OMol25 structures with the same formula, charge and spin: 4.683 eV
Total charge: 0
Highest occupied orbital energy: -6.28 eV

```
16
C2H10N4, DFT ωB97M-V/def2-TZVPD
C 0.347 -0.029 -0.346
C 1.104 -1.311 -0.566
N 0.906 1.011 0.327
N -0.846 -0.290 1.083
N -2.010 0.451 1.188
N -0.419 0.387 -1.408
H 1.174 0.997 1.302
H -0.505 -0.570 2.003
H 2.071 1.133 -0.320
H -2.006 1.133 1.950
H -2.263 0.942 0.335
H -1.109 -0.195 -1.859
H -0.295 1.297 -1.829
H 1.418 -1.428 -1.606
H 1.989 -1.380 0.068
H 0.444 -2.148 -0.321
```

Atomic partial charges in e from the Mulliken method, atoms 1 to 4:
1 C 0.899
2 C -1.530
3 N -0.558
4 N -0.436



DFT (ωB97M-V/def2-TZVPD) results for a 2-piece molecular cluster, C2H7NO2S overall.

Output
LUMO energy: 0.867 eV
Energy above the lowest of the compared OMol25 structures with the same formula, charge and spin: 2.460 eV
Total charge: 0
Highest occupied orbital energy: -8.27 eV

```
13
C2H7NO2S, DFT ωB97M-V/def2-TZVPD
C -1.860 -0.882 -0.787
C -0.747 -0.010 -0.305
N -0.825 0.572 0.784
O 1.660 1.332 1.363
O 2.783 0.149 -0.572
S 2.666 0.074 1.059
H -2.780 -0.925 -0.218
H -1.614 -2.013 -0.765
H -2.098 -0.529 -1.743
H 0.269 0.013 -0.754
H 0.769 1.079 1.510
H -1.688 0.486 1.390
H 3.463 0.653 -0.962
```

Atomic partial charges in e from the Mulliken method, atoms 1 to 4:
1 C -1.065
2 C 0.252
3 N -0.540
4 O -0.445



DFT (ωB97M-V/def2-TZVPD) results for C2H3NO3 in the gas phase.

Output
LUMO energy: -0.023 eV
Energy above the lowest of the compared OMol25 structures with the same formula, charge and spin: 3.075 eV
Total charge: 0
Highest occupied orbital energy: -10.54 eV

```
9
C2H3NO3, DFT ωB97M-V/def2-TZVPD
C 0.339 0.711 -0.681
C 0.727 -0.665 -0.002
H -2.246 1.471 0.573
H 1.145 1.052 -1.315
H -0.477 -0.169 1.395
N -0.800 1.370 -0.572
O -1.646 0.783 0.390
O 0.151 -0.932 1.110
O 1.593 -1.378 -0.568
```

Atomic partial charges in e from the Mulliken method, atoms 1 to 4:
1 C -0.048
2 C 0.690
3 H 0.350
4 H 0.373



DFT (ωB97M-V/def2-TZVPD) results for C4H7Cl2INO4PS in the gas phase.

Output
LUMO energy: -0.918 eV
Energy above the lowest of the compared OMol25 structures with the same formula, charge and spin: 1.513 eV
Total charge: 0
Highest occupied orbital energy: -9.26 eV

```
21
C4H7Cl2INO4PS, DFT ωB97M-V/def2-TZVPD
C 3.326 -0.969 0.151
C 2.766 0.527 0.028
Cl 3.382 1.443 1.535
C 1.156 0.654 0.040
Cl 0.545 0.806 1.783
N 0.449 -0.388 -0.772
I -0.128 -2.032 0.334
C -0.767 0.317 -1.306
O -0.898 0.359 -2.561
O -1.738 0.984 -0.486
P -3.152 0.057 -0.231
O -3.037 -0.547 1.387
O -4.582 1.030 -0.218
S -3.387 -1.440 -1.436
H 2.949 -1.446 1.134
H 4.472 -0.966 0.231
H 2.993 -1.665 -0.696
H 3.271 1.018 -0.869
H 0.908 1.673 -0.455
H -3.929 -0.811 1.709
H -4.600 1.396 0.699
```

Atomic partial charges in e from the Mulliken method, atoms 1 to 4:
1 C -1.122
2 C 0.101
3 Cl -0.193
4 C -0.079